# 1
ORCA calculation (ωB97M-V/def2-TZVPD) on a 2-piece molecular cluster, C3H5BrO2S overall.

XYZ file:
```
12
Properties=species:S:1:pos:R:3:forces:R:3:mulliken_charge:R:1
C 0.626712 -0.437090 -1.299588 1.924 3.291 -0.068 -0.7661
C 0.556883 0.483652 -0.323419 1.327 -0.455 0.706 0.1615
C -0.205729 0.576483 0.966692 -2.796 -3.502 -0.766 -0.9955
O 1.966867 -1.718063 1.331870 0.889 0.759 -0.893 -0.4234
O 2.776673 -2.348516 -0.857804 0.374 -0.431 -0.800 -0.4143
S 2.719510 -1.338239 0.142273 -0.591 -1.264 2.064 0.7966
Br 2.069317 1.713986 -0.000791 -0.448 -0.039 -0.866 -0.1118
H -0.090545 -1.104736 -1.543676 -2.618 -2.159 0.165 0.3458
H 1.371499 -0.455518 -2.104077 0.038 0.610 0.589 0.4037
H -1.186638 -0.109905 0.933903 2.062 1.212 -0.163 0.2743
H -0.603640 1.545997 1.070883 -0.030 1.279 0.606 0.4207
H 0.370917 0.165172 1.820474 -0.132 0.698 -0.573 0.3086
```
Positions in Å, forces in eV/Å.

- E_HOMO (eV) = -10.21
- spin multiplicity = 1
- relative energy (zero: lowest compared OMol25 entry of this formula, charge and spin) (kJ/mol) = 33.41
- Kohn-Sham gap (eV) = 9.53
- total energy (eV) = -88162.8640
- charge = 0
- LUMO energy (eV) = -0.67

# 2
ORCA calculation (ωB97M-V/def2-TZVPD) on a 2-piece molecular cluster, C3H5BrOS overall.

XYZ file:
```
11
Properties=species:S:1:pos:R:3:forces:R:3:mulliken_charge:R:1
C -0.296342 1.153720 1.755005 -1.741 -2.003 -1.156 -0.9364
C -0.285011 -0.424441 -1.633600 -0.414 -0.549 -0.633 -0.2431
C 0.993625 -0.574342 -1.512425 1.737 0.977 -0.092 0.0952
O 0.290989 -2.864691 -0.299699 -0.261 -0.368 0.100 -0.5430
S 0.191313 -1.426498 -0.116429 0.259 0.737 -1.585 0.4119
Br -1.450917 0.088692 -3.061717 0.481 -0.302 1.097 -0.0788
H -0.358062 1.871270 2.566433 -0.109 0.132 -0.263 0.2783
H -1.265314 0.532536 1.631227 1.262 0.857 1.057 0.2436
H -0.330950 1.552390 0.719301 0.947 0.370 0.805 0.2454
H 0.502163 0.400007 1.932749 -0.387 0.875 -0.266 0.1942
H 2.008506 -0.308642 -1.980846 -1.776 -0.726 0.935 0.3327
```
Positions in Å, forces in eV/Å.

- E_HOMO (eV) = -9.90
- spin multiplicity = 1
- relative energy (zero: lowest compared OMol25 entry of this formula, charge and spin) (kJ/mol) = 298.43
- Kohn-Sham gap (eV) = 9.71
- total energy (eV) = -86113.6390
- charge = 0
- LUMO energy (eV) = -0.19

# 3
ORCA calculation (ωB97M-V/def2-TZVPD) on C3H5BrS as an isolated structure.

XYZ file:
```
10
Properties=species:S:1:pos:R:3:forces:R:3:mulliken_charge:R:1
C -1.135204 -1.300109 0.102848 -3.223 3.752 -1.849 -0.2545
C -2.175327 0.236935 -0.709180 0.985 -5.196 2.087 -0.3069
C 1.188907 0.140736 0.027376 3.026 -4.404 3.652 -0.8643
S 0.433379 -1.544111 -0.213555 1.177 0.785 -0.218 0.0224
Br -3.907375 -0.030013 0.116101 0.331 0.462 -0.443 -0.1427
H -1.817306 -2.133961 0.233916 0.141 -0.060 -0.122 0.3410
H -1.765924 1.155085 -0.400892 0.509 1.368 0.445 0.2539
H 2.317055 -0.251861 0.154577 -2.184 1.512 -0.888 0.2847
H 0.968598 0.409911 1.072033 -0.330 0.122 -0.510 0.3285
H 1.009843 0.903202 -0.622784 -0.431 1.659 -2.154 0.3378
```
Positions in Å, forces in eV/Å.

- E_HOMO (spin up / spin down) (eV) = -8.46 / -7.67
- spin multiplicity = 1
- relative energy (zero: lowest compared OMol25 entry of this formula, charge and spin) (kJ/mol) = 499.66
- Kohn-Sham gap (spin up / spin down) (eV) = 7.89 / 6.82
- total energy (eV) = -84064.0994
- charge = 0
- LUMO energy (spin up / spin down) (eV) = -0.57 / -0.85

# 4
ORCA calculation (ωB97M-V/def2-TZVPD) on an isolated molecule of C3H5BrS.

XYZ file:
```
10
Properties=species:S:1:pos:R:3:forces:R:3:mulliken_charge:R:1
C 0.878384 -1.051647 0.263536 0.280 3.486 -3.389 -0.5998
C -0.241128 -0.060952 0.430629 -0.068 -2.321 -0.954 0.2229
C -0.489100 1.258397 -0.258304 0.305 -0.507 -1.574 -0.8835
S 0.342171 -1.874010 -1.388294 -0.624 1.146 1.363 -0.2464
Br -1.622362 -0.718351 1.509296 -0.083 0.215 0.085 -0.0731
H 1.778576 -0.460961 -0.095710 -0.661 -1.036 1.151 0.2369
H 0.963791 -1.821202 0.952762 0.364 -0.809 1.562 0.4469
H 0.206426 2.023213 0.123426 -0.171 -0.212 -0.124 0.2711
H -1.538022 1.621602 -0.153540 0.901 -0.460 0.049 0.3855
H -0.278736 1.083910 -1.383799 -0.243 0.499 1.832 0.2396
```
Positions in Å, forces in eV/Å.

- E_HOMO (spin up / spin down) (eV) = -8.46 / -7.99
- spin multiplicity = 1
- relative energy (zero: lowest compared OMol25 entry of this formula, charge and spin) (kJ/mol) = 220.58
- Kohn-Sham gap (spin up / spin down) (eV) = 7.48 / 6.36
- total energy (eV) = -84066.9919
- charge = 0
- LUMO energy (spin up / spin down) (eV) = -0.98 / -1.63

Result set for largest force on an atom: 4.5; 2.9; 6.5; 4.9 eV Å⁻¹, one per record in the order listed.